(1)
Below is 2 unconnected molecules or ions with the total composition C3H10OS2 at a distorted geometry, with properties calculated with ωB97M-V/def2-TZVPD.

Each line ends with the natural charge from an NBO analysis.
CARTESIAN COORDINATES (ANGSTROEM)
C (1.865, 0.245, -1.080)  -0.638
C (0.813, 1.258, -0.644)  -0.579
S (-0.884, 0.613, -0.695)  0.087
S (-0.164, -0.741, 1.263)  0.078
C (-0.092, 0.700, 2.354)  -0.750
H (2.755, 0.707, -1.527)  0.216
H (2.221, -0.436, -0.316)  0.228
H (1.426, -0.469, -1.760)  0.221
H (0.580, 2.249, -1.031)  0.241
H (1.253, 1.765, 0.254)  0.218
H (-1.099, 0.826, 2.746)  0.226
H (0.355, 1.648, 2.092)  0.225
H (0.648, 0.151, 2.970)  0.228
O (-3.252, -2.838, -1.936)  -0.936
H (-3.428, -3.568, -1.337)  0.466
H (-2.996, -2.111, -1.352)  0.471

Atoms 1-3, force components in eV/Å:
0.2 0.2 -1.2
0.2 0.9 1.0
1.7 -1.7 3.3

Computed properties:
- Energy relative to the best compared isomer or geometry (same formula, charge and spin): 223.7 kJ/mol
- SMILES string: CCSSC.O
- Calculated total energy: -26988.972 eV
- HOMO level: -9.01 eV
- HOMO-LUMO gap: 8.1 eV

***

(2)
Below is 2 unconnected molecules or ions with the total composition C3H10OS2 at a distorted geometry, with properties calculated with ωB97M-V/def2-TZVPD.

Each line ends with the natural charge from an NBO analysis.
CARTESIAN COORDINATES (ANGSTROEM)
C (0.000, 0.000, 0.000)  -0.719
S (1.839, 0.249, -0.477)  0.148
C (1.829, 1.961, -1.101)  -0.702
S (0.615, 2.280, -2.378)  0.190
C (1.456, 1.398, -3.762)  -0.743
H (-0.203, 0.454, 0.985)  0.209
H (-0.136, -1.092, 0.081)  0.226
H (-0.732, 0.393, -0.726)  0.230
H (1.712, 2.588, -0.197)  0.245
H (2.824, 2.179, -1.536)  0.239
H (2.323, 0.818, -3.401)  0.231
H (1.814, 2.158, -4.476)  0.217
H (0.770, 0.714, -4.290)  0.227
O (4.160, 3.869, 1.137)  -0.941
H (3.907, 4.092, 2.061)  0.472
H (3.928, 4.671, 0.616)  0.470

Atoms 1-3, force components in eV/Å:
0.8 0.0 0.1
-1.6 -0.4 0.1
0.5 0.0 0.7

Computed properties:
- Energy relative to the best compared isomer or geometry (same formula, charge and spin): 62.8 kJ/mol
- SMILES string: CSCSC.O
- Calculated total energy: -26990.639 eV
- HOMO level: -8.39 eV
- HOMO-LUMO gap: 9.0 eV

***

(3)
Below is 2 unconnected molecules or ions with the total composition C3H10OS2 at a distorted geometry, with properties calculated with ωB97M-V/def2-TZVPD.

Each line ends with the natural charge from an NBO analysis.
CARTESIAN COORDINATES (ANGSTROEM)
C (0.077, 0.236, -2.118)  -0.633
C (0.202, -1.252, -1.906)  -0.521
S (-0.755, -1.926, -0.481)  0.066
S (-2.308, -0.786, -0.152)  0.100
C (-1.665, 0.461, 0.989)  -0.761
H (0.778, 0.856, -1.541)  0.208
H (-0.937, 0.569, -1.832)  0.221
H (0.247, 0.461, -3.177)  0.218
H (-0.180, -1.734, -2.792)  0.211
H (1.206, -1.576, -1.679)  0.223
H (-1.380, -0.025, 1.913)  0.222
H (-0.789, 0.947, 0.552)  0.219
H (-2.396, 1.244, 1.214)  0.229
O (6.086, 4.322, 3.508)  -0.933
H (6.393, 3.796, 2.754)  0.466
H (5.877, 3.650, 4.165)  0.466

Atoms 1-3, force components in eV/Å:
0.0 0.8 0.1
-0.7 0.3 0.3
1.3 -1.0 0.1

Computed properties:
- Energy relative to the best compared isomer or geometry (same formula, charge and spin): 23.1 kJ/mol
- SMILES string: CCSSC.O
- Calculated total energy: -26991.051 eV
- HOMO level: -8.83 eV
- HOMO-LUMO gap: 9.7 eV

***

(4)
Below is 3 unconnected molecules or ions with the total composition C3H10OS2 at a distorted geometry, with properties calculated with ωB97M-V/def2-TZVPD.

Each line ends with the natural charge from an NBO analysis.
CARTESIAN COORDINATES (ANGSTROEM)
C (-1.090, 1.000, -1.703)  -0.627
C (0.045, 1.594, -0.797)  -0.618
S (-0.710, 2.135, 0.786)  0.551
S (0.228, -1.616, -1.057)  0.336
C (1.403, -2.146, 0.192)  -0.842
H (-1.847, 1.716, -2.257)  0.279
H (-0.265, 0.635, -2.352)  0.274
H (-1.592, 0.100, -1.315)  0.250
H (0.621, 2.424, -1.246)  0.269
H (0.921, 0.753, -0.596)  0.317
H (0.927, -2.788, 0.895)  0.266
H (1.937, -1.291, 0.707)  0.246
H (2.223, -2.846, -0.267)  0.296
H (-0.711, -0.217, 3.792)  0.505
H (-0.937, 0.662, 2.326)  0.447
O (-1.154, -0.115, 2.893)  -0.950

Atoms 1-3, force components in eV/Å:
0.0 0.4 -1.1
0.2 0.7 2.6
1.2 -0.4 -2.5

Computed properties:
- <S²>: 0.7606
- Energy relative to the best compared isomer or geometry (same formula, charge and spin): 555.1 kJ/mol
- Net charge: +1
- Multiplicity: 2
- Calculated total energy: -26977.244 eV
- HOMO level (spin up / spin down): -13.78 / -13.60 eV
- HOMO-LUMO gap (spin up / spin down): 4.4 / 4.5 eV

***

(5)
Below is 2 unconnected molecules or ions with the total composition C3H10OS2 at a distorted geometry, with properties calculated with ωB97M-V/def2-TZVPD.

Each line ends with the natural charge from an NBO analysis.
CARTESIAN COORDINATES (ANGSTROEM)
C (-0.596, -0.759, 2.123)  -0.658
C (-0.532, 0.435, 1.203)  -0.558
S (-0.902, 0.105, -0.548)  0.284
S (0.724, -1.609, -0.620)  0.679
C (2.092, -0.558, -0.233)  -0.857
H (-0.450, -0.401, 3.148)  0.257
H (0.099, -1.602, 2.095)  0.225
H (-1.574, -1.245, 2.073)  0.244
H (-1.292, 1.169, 1.501)  0.278
H (0.430, 0.941, 1.231)  0.234
H (2.140, -0.263, 0.815)  0.285
H (2.975, -1.205, -0.318)  0.283
H (2.214, 0.278, -0.917)  0.291
H (-1.251, 2.557, -0.583)  0.433
H (-0.165, 2.791, -1.487)  0.458
O (-0.752, 3.319, -0.928)  -0.878

Atoms 1-3, force components in eV/Å:
-0.8 -0.5 1.2
0.6 0.2 -0.1
1.8 -3.1 0.3

Computed properties:
- <S²>: 0.7559
- Energy relative to the best compared isomer or geometry (same formula, charge and spin): 157.9 kJ/mol
- Net charge: +1
- Multiplicity: 2
- Calculated total energy: -26981.360 eV
- HOMO level (spin up / spin down): -14.92 / -14.76 eV
- HOMO-LUMO gap (spin up / spin down): 8.3 / 5.9 eV

***

(6)
Below is a single C3H10OSSi molecule at a distorted geometry, with properties calculated with ωB97M-V/def2-TZVPD.

Each line ends with the natural charge from an NBO analysis.
CARTESIAN COORDINATES (ANGSTROEM)
C (2.638, -0.382, 0.202)  -0.611
C (1.187, -0.830, 0.027)  -0.407
C (0.225, 0.422, -0.249)  -0.582
O (-1.651, -1.671, -0.496)  -0.993
Si (-2.815, 1.018, 0.044)  0.635
S (-1.321, -0.304, -1.002)  0.850
H (2.840, 0.373, -0.501)  0.203
H (2.659, 0.030, 1.226)  0.212
H (3.260, -1.362, 0.019)  0.222
H (0.727, -1.299, 0.887)  0.217
H (0.966, -1.629, -0.727)  0.219
H (0.649, 1.104, -0.979)  0.223
H (-0.013, 0.869, 0.695)  0.209
H (-3.598, 0.298, 1.228)  -0.110
H (-1.745, 1.935, 0.437)  -0.162
H (-4.010, 1.429, -0.812)  -0.126

Atoms 1-3, force components in eV/Å:
-0.7 -3.2 0.9
-2.0 0.6 -1.1
0.3 -2.6 0.1

Computed properties:
- Energy relative to the best compared isomer or geometry (same formula, charge and spin): 336.9 kJ/mol
- Calculated total energy: -24031.003 eV
- HOMO level: -8.47 eV
- HOMO-LUMO gap: 9.1 eV